Entry 1:
66
Properties=species:S:1:pos:R:3:forces:R:3 method="wB97M-V/def2-TZVPD" orbital_gap_ev="1.81 / 3.07" charge=-2
C 2.9304 -2.2712 -1.5656 -0.829 1.481 0.842
I 0.4577 -3.4429 -3.0605 -1.300 -0.472 -0.659
H 4.0092 -2.1576 -1.6229 0.474 0.095 0.275
H 2.4802 -1.9120 -2.4987 0.359 -0.439 0.171
H 2.6450 -3.3060 -1.3996 0.384 -0.292 -0.361
C -2.6258 -3.7137 1.3106 -0.449 0.231 -0.319
C -1.4961 -4.4254 1.4647 0.516 0.371 -0.444
N -0.4740 -3.6599 0.9104 -0.689 0.161 0.462
C -0.9370 -2.4601 0.4630 -0.372 -1.957 1.158
N -2.2794 -2.5390 0.6501 0.488 -0.490 0.565
H -3.6470 -3.9466 1.5741 0.147 0.057 -0.072
H -1.3060 -5.3956 1.8842 -0.090 -0.057 0.031
C 0.4165 1.3068 -4.7669 -0.458 -0.327 0.153
C 0.6788 0.4840 -2.6692 1.255 1.182 -1.647
N -0.1865 0.6430 -3.7034 0.908 0.450 0.014
H 2.4973 2.0222 -4.9270 0.106 0.125 -0.154
N 1.8459 1.0381 -3.1175 -1.001 0.185 -0.856
H -0.1287 1.5321 -5.6691 0.098 -0.021 0.044
Bi 0.1895 -0.5605 -0.5543 -0.165 -0.416 -0.851
C 2.3422 -1.4265 -0.4230 -1.627 -0.202 -2.472
O 2.9129 -1.1168 0.6159 1.957 0.513 2.778
C 1.6871 1.5525 -4.4092 0.220 -0.353 0.806
C 3.1043 1.1036 -2.4052 0.556 -0.025 0.337
H 3.6816 1.9404 -2.8207 -0.170 -0.084 0.113
H 3.6957 0.1852 -2.5481 -0.332 0.222 0.163
H 2.9579 1.2694 -1.3263 -0.070 -0.204 -0.446
C -1.5633 0.2005 -3.7312 -0.651 -0.178 0.048
H -1.9980 0.5666 -4.6705 0.003 -0.132 0.286
H -2.1375 0.6210 -2.8884 0.290 -0.156 -0.307
H -1.6298 -0.8989 -3.7069 0.160 0.337 0.031
C -3.2404 -1.5322 0.2524 -0.449 0.398 -0.027
H -4.2201 -2.0179 0.1791 0.180 0.178 -0.019
H -2.9800 -1.1115 -0.7311 0.000 -0.190 0.390
H -3.3117 -0.7119 0.9874 0.042 -0.285 -0.271
C 0.8909 -4.1467 0.8372 0.381 -0.072 -0.018
H 1.1747 -4.3243 -0.2088 -0.120 0.150 0.224
H 0.9044 -5.1007 1.3749 0.114 0.117 -0.059
H 1.6036 -3.4549 1.3043 -0.245 -0.060 -0.199
C -1.5357 0.8972 3.4181 -0.176 0.124 0.257
Si 0.2329 0.6946 2.7914 0.353 -0.271 -0.721
C 1.3935 1.7476 3.8386 0.067 0.172 0.295
C 0.7122 -1.0881 3.1769 0.048 -0.284 0.236
C 0.4740 1.1632 0.9784 -0.207 0.680 0.712
Si -0.6207 2.6179 0.4959 0.047 -0.828 0.221
C -0.5887 3.9881 1.8044 -0.157 0.392 -0.004
C -0.0019 3.4531 -1.0663 0.152 0.366 -0.370
C -2.4128 2.0943 0.1928 -0.157 0.273 -0.030
H -1.5634 0.6657 4.4953 0.051 -0.036 -0.215
H -2.2268 0.1999 2.9250 0.150 0.113 0.058
H -1.9500 1.9069 3.3088 0.071 -0.228 -0.054
H 1.2951 1.4526 4.8938 0.081 0.088 -0.121
H 2.4356 1.5778 3.5323 -0.212 -0.017 0.030
H 1.1885 2.8222 3.7664 0.009 -0.183 0.006
H -0.1619 -1.7518 3.2279 0.081 0.112 -0.118
H 1.4274 -1.4944 2.4484 -0.097 0.215 0.064
H 1.1930 -1.1313 4.1667 -0.065 0.019 -0.127
H 1.5279 1.4831 0.8848 -0.127 -0.205 0.075
H 0.4327 4.1567 2.1739 -0.177 0.009 -0.134
H -0.9219 4.9133 1.3063 0.065 -0.140 0.207
H -1.2416 3.8305 2.6732 0.192 -0.053 -0.215
H -0.5767 3.1808 -1.9596 0.053 -0.086 0.137
H -0.0966 4.5418 -0.9497 0.027 -0.128 -0.077
H 1.0515 3.2366 -1.2754 -0.062 -0.016 0.053
H -2.5196 1.3601 -0.6223 0.134 0.201 0.240
H -2.8910 1.6657 1.0858 0.123 0.115 -0.203
H -2.9995 2.9832 -0.0962 0.115 -0.246 0.092

=====

Entry 2:
69
Properties=species:S:1:pos:R:3:forces:R:3 method="wB97M-V/def2-TZVPD" de_lowest_kcal_mol=0.00 orbital_gap_ev=5.71 charge=+1
C 4.1288 2.3260 1.6067 0.164 0.099 0.080
C 3.0383 1.5444 0.8646 0.085 0.002 -0.224
C 3.2607 1.6606 -0.6490 0.124 -0.162 -0.267
C 3.1268 0.0765 1.2587 0.117 -0.330 -0.045
C 1.6338 2.0933 1.2043 -0.249 -0.184 0.507
C 1.6007 3.5859 0.9400 0.372 0.540 -0.152
C 0.2136 4.1769 0.9179 -0.472 -0.196 -0.024
N -0.6524 3.3097 0.1132 -0.138 0.497 0.495
C -1.8670 3.7321 -0.4288 0.523 0.233 -0.597
C -2.4892 2.7141 -1.1543 -0.549 0.851 -0.113
C -3.6627 2.9723 -1.8541 0.226 0.143 0.155
C -4.1587 4.2835 -1.8814 0.182 -0.044 0.152
C -3.4876 5.3158 -1.2037 0.185 -0.402 0.118
C -2.3301 5.0460 -0.4574 -0.284 -0.150 -0.123
S -1.5304 1.2648 -1.1623 -0.135 0.134 -0.053
C -0.3709 1.9803 -0.0451 1.045 -0.056 0.588
N 0.5992 1.3172 0.4894 -0.418 0.563 -0.545
H 3.9310 2.3690 2.6860 -0.004 -0.027 -0.127
H 5.1074 1.8453 1.4744 -0.237 0.036 -0.017
H 4.2293 3.3546 1.2400 -0.034 -0.218 0.061
H 2.3667 1.3373 -1.1954 0.163 0.029 0.066
H 3.5074 2.6820 -0.9598 -0.016 -0.214 0.041
H 4.0879 1.0099 -0.9583 -0.089 0.203 0.041
H 2.2387 -0.4611 0.9236 0.027 -0.020 -0.074
H 3.9988 -0.3825 0.7758 -0.127 0.026 0.211
H 3.2350 -0.0566 2.3420 -0.043 0.091 -0.038
H 1.4646 1.9424 2.2903 0.102 -0.005 -0.260
H 2.1855 4.1057 1.7065 -0.118 -0.086 -0.135
H 2.0958 3.7949 -0.0163 -0.219 -0.014 0.135
H -0.1872 4.2946 1.9398 -0.016 -0.084 -0.328
H 0.2242 5.1608 0.4384 0.044 -0.122 0.164
H -4.1337 2.1424 -2.3734 -0.133 0.321 -0.102
H -5.0602 4.5038 -2.4542 0.265 -0.056 0.206
H -3.8527 6.3404 -1.2611 0.025 -0.297 0.009
H -1.7645 5.8267 0.0601 -0.436 -0.210 -0.229
C -0.0982 -0.3232 3.2690 -0.174 0.602 0.163
C 0.3250 -1.4736 2.4610 1.212 -1.012 0.596
N 1.2387 -2.3690 2.9115 -0.937 1.284 -0.404
C 1.3821 -3.4413 2.0208 -0.395 -0.764 -0.670
C 0.4745 -3.2323 0.9635 0.551 -0.322 0.276
C 0.2456 -4.2707 0.0648 0.192 -0.248 0.064
C 0.9878 -5.4594 0.1750 -0.120 0.501 0.280
C 1.9463 -5.6137 1.1931 -0.096 0.409 -0.050
C 2.1380 -4.6037 2.1508 -0.041 0.156 -0.122
C -0.1427 -1.9110 1.1774 -0.504 -0.187 -1.117
C -1.0094 -1.2304 0.3365 -0.048 -1.334 1.927
C -1.5306 -1.7895 -0.9111 -0.069 -0.185 -1.342
C -0.6924 -2.1021 -2.0117 -0.179 0.051 0.423
C -1.2203 -2.6753 -3.1661 0.022 0.178 0.245
C -2.5794 -2.9971 -3.2538 0.086 -0.063 0.317
C -3.1086 -3.7020 -4.4661 -0.176 -0.032 -0.278
C -3.4215 -2.6669 -2.1835 0.148 0.065 -0.199
C -2.9190 -2.0135 -1.0676 0.456 0.301 0.676
H -0.8085 0.2729 2.6940 0.162 0.057 0.154
H -0.5942 -0.6472 4.1968 0.181 -0.047 -0.267
H 0.7533 0.3169 3.5459 -0.225 -0.232 -0.113
H 1.7571 -2.2705 3.7801 -0.245 0.018 -0.229
H -0.5351 -4.1387 -0.6760 0.284 -0.309 -0.038
H 0.8008 -6.2694 -0.5327 0.115 0.256 0.265
H 2.5398 -6.5292 1.2315 -0.214 0.321 0.101
H 2.8509 -4.6853 2.9737 -0.200 -0.228 -0.281
H -1.4994 -0.3558 0.7673 0.152 -0.159 -0.289
H 0.3751 -1.8790 -1.9453 -0.293 -0.093 -0.028
H -0.5788 -2.8915 -4.0233 -0.079 0.085 0.329
H -4.1947 -3.8048 -4.4179 0.119 -0.026 -0.015
H -2.8658 -3.1530 -5.3815 -0.011 -0.013 0.127
H -2.6754 -4.7026 -4.5805 -0.044 0.158 0.130
H -4.4838 -2.9143 -2.2493 0.326 0.175 0.073
H -3.5842 -1.6830 -0.2635 0.116 -0.254 -0.282

=====

Entry 3:
125
Properties=species:S:1:pos:R:3:forces:R:3 method="wB97M-V/def2-TZVPD" orbital_gap_ev=9.65
C -3.8947 2.3264 -2.5911 -1.706 -0.506 -0.713
C -2.8781 2.7781 -1.9380 1.310 0.553 -0.542
C -1.5326 2.6988 -2.5865 -0.547 0.754 1.143
P -0.7843 4.3608 -2.9998 -0.863 0.042 0.457
C -0.8474 5.3118 -4.5723 0.408 -0.578 -0.981
C -0.6089 4.5534 -5.8820 -1.088 0.164 0.269
C -1.8071 3.6293 -6.1994 1.340 0.380 -0.893
C -2.7151 4.1547 -7.3084 -0.508 -0.192 1.518
O -3.7906 4.8850 -6.7421 -0.474 -0.005 -0.334
O -2.3787 5.1450 -2.6182 -0.264 0.651 0.316
N -2.2255 6.3222 -1.9241 0.628 -0.499 -0.103
O -2.9241 7.1768 -2.3176 -0.595 0.270 -0.030
C 0.9995 3.6519 -3.2250 -2.040 -0.618 -0.217
F 1.5184 3.6079 -2.0162 0.165 -0.376 2.448
F 1.7383 4.5416 -3.8544 1.183 1.422 -1.874
C 1.2137 2.2428 -3.7905 3.296 1.623 -0.409
F 1.2062 1.3852 -2.8118 -0.847 -1.886 1.902
F 0.4014 1.9012 -4.7370 -2.471 -0.529 -1.623
C 2.6242 2.0604 -4.4068 -2.299 -2.306 0.659
F 2.6784 2.6244 -5.5584 0.034 1.674 -3.060
F 3.5449 2.5129 -3.6486 2.445 1.533 2.128
C 2.9736 0.5722 -4.6444 0.748 1.534 0.192
F 4.0165 0.5660 -5.4008 2.974 0.478 -2.175
F 3.3406 -0.0850 -3.5911 -0.558 -1.125 2.521
F 2.0821 -0.0654 -5.2732 -3.409 -1.861 -1.407
H -3.7840 1.6900 -3.4388 0.072 0.073 -0.965
H -4.8931 2.5215 -2.2793 -0.672 -0.312 0.476
H -3.0147 3.1516 -0.9542 0.239 0.998 0.498
H -0.9084 2.2570 -1.8230 0.856 -0.157 -0.463
H -1.7021 2.0637 -3.4344 0.694 -0.249 -0.597
H -0.2964 5.0731 -1.8883 0.251 -0.197 -0.118
H -1.8253 5.7359 -4.6523 -0.652 0.109 0.217
H -0.1951 6.1676 -4.5563 0.663 0.232 0.601
H -0.5911 5.3015 -6.6590 0.222 0.432 -0.332
H 0.3407 4.0605 -5.9421 0.457 -0.364 0.149
H -2.4001 3.4888 -5.3135 -0.421 -0.367 0.311
H -1.3993 2.6943 -6.5482 0.006 -0.630 0.101
H -3.1872 3.3030 -7.7527 -0.227 -0.361 -0.683
H -2.1938 4.7576 -8.0332 0.373 0.056 -0.487
H -3.4522 5.7040 -6.3977 0.092 0.568 0.246
C -0.0424 1.0261 0.8691 -0.195 -0.070 0.174
Cl -0.4294 0.1228 -0.5960 0.103 -0.275 0.129
Cl -0.3478 2.7516 0.6352 -0.102 0.083 -0.020
Cl -0.9678 0.4082 2.2363 0.969 0.592 -0.153
H 1.0078 0.8938 1.0779 0.134 0.027 -0.054
C 1.3240 3.9499 4.0638 -0.016 -0.108 0.160
Cl 1.7709 2.5222 3.1178 0.252 0.029 0.411
Cl 0.4198 3.4664 5.4970 -0.008 0.027 -0.112
Cl 2.7451 4.8873 4.5215 -0.027 -0.024 -0.005
H 0.6859 4.5731 3.4525 -0.012 0.011 -0.080
C 7.2042 -2.5067 -7.5042 0.332 -0.139 -0.082
Cl 6.7461 -3.8273 -8.5873 -0.039 0.001 0.000
Cl 7.9789 -3.1356 -6.0533 -0.015 -0.017 0.038
Cl 8.2613 -1.3641 -8.3315 -0.028 0.014 -0.004
H 6.3103 -1.9864 -7.2119 -0.229 0.102 0.058
C 4.4201 5.0508 -0.1396 -0.057 0.093 -0.023
Cl 4.1154 4.1080 -1.5924 0.716 0.200 0.315
Cl 4.0460 6.7534 -0.4103 -0.004 0.073 -0.021
Cl 3.5000 4.4171 1.2211 0.097 -0.016 -0.159
H 5.4694 4.9743 0.1002 0.073 0.037 0.063
C -0.6760 0.9443 8.4910 -0.179 0.026 -0.154
Cl -0.9599 -0.0001 7.0307 0.035 0.000 0.009
Cl -1.0897 2.6384 8.2267 -0.051 -0.011 0.143
Cl -1.5921 0.2847 9.8483 0.041 -0.043 0.072
H 0.3746 0.8861 8.7332 0.064 -0.006 0.039
C 8.7090 6.1042 0.3164 0.059 0.084 0.199
Cl 8.0605 4.4588 0.2357 0.007 -0.037 -0.005
Cl 7.6142 7.1748 1.1954 -0.012 -0.110 -0.091
Cl 10.3047 6.0962 1.0606 -0.010 -0.007 -0.037
H 8.8087 6.4769 -0.6921 -0.024 -0.002 -0.078
C -5.3838 0.7271 10.5825 -0.170 0.039 -0.151
Cl -5.6718 -0.2212 9.1260 0.046 -0.017 0.015
Cl -5.7833 2.4223 10.3127 0.041 -0.003 0.022
Cl -6.3052 0.0786 11.9431 0.046 -0.020 0.097
H -4.3339 0.6624 10.8256 0.067 -0.005 0.031
C -4.4747 -0.3482 0.8919 0.218 -0.022 0.070
Cl -4.7567 -1.6122 -0.3061 -0.071 0.087 0.068
Cl -3.4589 -0.9606 2.2016 -1.073 -0.575 0.040
Cl -3.7451 1.0614 0.1149 -0.376 -0.580 0.584
H -5.4240 -0.0515 1.3130 -0.059 0.004 0.016
C -5.0811 -5.2494 -2.0390 -0.054 0.088 0.152
Cl -6.1570 -3.9796 -2.6272 0.012 -0.012 -0.043
Cl -3.5357 -4.5690 -1.5251 -0.314 0.085 0.069
Cl -5.8366 -6.1442 -0.7218 0.013 -0.020 -0.024
H -4.8938 -5.9364 -2.8512 0.016 -0.038 -0.055
C 10.0196 -6.2582 -8.6264 0.098 -0.064 0.006
Cl 11.3382 -5.1535 -8.2376 -0.028 0.032 0.005
Cl 10.1710 -6.8562 -10.2796 -0.032 0.023 -0.003
Cl 9.9681 -7.5987 -7.4810 -0.032 0.020 0.008
H 9.0902 -5.7122 -8.5487 -0.049 0.038 0.008
C 3.8126 -2.7848 -1.7658 0.057 -0.299 0.128
Cl 5.2947 -3.6534 -2.1748 -0.085 0.120 -0.071
Cl 2.4509 -3.3654 -2.7316 0.024 0.188 -0.109
Cl 3.4626 -2.9574 -0.0457 -0.041 0.069 0.026
H 3.9536 -1.7367 -1.9782 0.057 0.068 -0.027
C -9.0666 -2.0428 13.8924 -0.117 -0.123 0.034
Cl -9.3216 -3.6307 13.1723 0.050 0.033 0.007
Cl -10.6042 -1.2364 14.1880 0.033 0.020 -0.008
Cl -8.1388 -2.1797 15.3915 0.028 0.059 0.024
H -8.4982 -1.4438 13.1961 0.045 0.030 -0.040
C 0.4501 -6.5276 -3.0535 -0.095 -0.108 0.201
Cl 0.4179 -8.1260 -3.8076 0.024 -0.044 -0.074
Cl -1.1910 -6.0073 -2.6509 0.455 -0.085 -0.186
Cl 1.4597 -6.5351 -1.6118 0.009 -0.100 0.005
H 0.8762 -5.8312 -3.7617 -0.005 0.045 -0.051
C 7.0165 1.1797 -1.7655 0.078 -0.130 0.020
Cl 5.5226 0.6466 -2.5343 0.665 0.067 0.376
Cl 7.3420 0.2453 -0.3022 -0.040 0.048 -0.018
Cl 8.3740 1.0741 -2.8881 -0.038 0.029 0.011
H 6.8954 2.2160 -1.4812 -0.035 0.055 -0.016
C -4.8143 -3.9889 15.0597 0.134 -0.105 -0.061
Cl -5.3294 -5.2184 13.9051 -0.039 0.022 0.000
Cl -3.9612 -4.7245 16.4171 -0.027 0.029 0.004
Cl -3.8100 -2.7726 14.2709 0.000 0.045 -0.012
H -5.6955 -3.4945 15.4369 -0.092 0.021 0.041
C 3.3791 -9.6143 -6.1037 0.142 -0.046 -0.081
Cl 4.5442 -10.4404 -5.0698 -0.025 0.013 0.012
Cl 4.0339 -8.0826 -6.6857 -0.024 0.023 0.018
Cl 2.8987 -10.6436 -7.4537 -0.022 0.011 0.013
H 2.5008 -9.3993 -5.5153 -0.080 0.036 0.064
C -11.1345 -6.4468 10.8066 -0.170 0.015 -0.045
Cl -11.3613 -7.4190 9.3524 0.039 -0.004 0.003
Cl -11.5172 -4.7539 10.4941 0.009 -0.013 -0.024
Cl -12.1122 -7.0728 12.1344 0.037 0.003 0.024
H -10.0955 -6.5099 11.0948 0.069 -0.009 0.013

=====

Entry 4:
18
Properties=species:S:1:pos:R:3:forces:R:3 method="wB97M-V/def2-TZVPD" multiplicity=2 de_lowest_kcal_mol=20.42 orbital_gap_ev="10.17 / 6.92"
C 1.1456 -1.2200 -0.7477 -1.023 0.824 -1.773
C -0.2765 -1.6452 -1.3250 1.457 -0.236 1.139
S -0.6028 -1.2770 -3.0116 0.023 -0.046 -0.248
C 1.0347 -1.0132 0.7165 -0.558 2.253 1.983
N 0.7360 0.3323 1.0373 -0.716 -0.614 -1.072
C -0.1137 1.2437 0.2588 0.824 0.507 -2.391
C -1.3315 1.8254 0.9924 2.164 1.088 -0.089
O 1.1518 -1.7652 1.6581 0.587 -1.070 -0.705
H 1.3659 -0.2438 -1.2025 0.120 -0.272 0.213
H 1.9321 -1.8821 -1.1129 -0.251 -0.293 0.485
H -1.1128 -1.3095 -0.7090 0.099 0.227 0.036
H -0.2336 -2.7040 -1.1309 -0.614 -0.812 -0.447
H 0.7893 0.5675 2.0176 -0.205 -0.411 0.062
H 0.5972 2.0737 -0.0730 -1.230 -0.436 0.521
H -0.4841 0.8840 -0.7840 0.860 -0.228 1.979
H -1.6865 2.5615 0.2684 -0.763 -0.180 0.238
H -2.0703 1.1242 1.3789 0.140 0.110 -0.172
H -0.8409 2.4478 1.7685 -0.914 -0.410 0.242